{
  "formula": "C3HFO",
  "method": "ωB97M-V/def2-TZVPD",
  "homo_ev": [-10.756, -10.755],
  "gap_ev": [8.65, 8.65],
  "species": ["F", "O", "C", "C", "C", "H"],
  "positions_angstrom": [[1.99813, 1.12838, -0.03983], [2.27173, -1.08213, -0.04644], [-0.83830, -0.04918, 0.02125], [1.57740, -0.10243, -0.03688], [-2.01916, -0.11303, -0.09835], [-2.98981, 0.21840, 0.20024]],
  "lowdin_charge": [0.15, 0.16, 0.00, -0.24, -0.09, 0.01]
}

{
  "formula": "H18O9",
  "method": "ωB97M-V/def2-TZVPD",
  "homo_ev": -10.773,
  "gap_ev": 10.63,
  "smiles": "O.O.O.O.O.O.O.O.O",
  "species": ["O", "O", "O", "O", "O", "O", "O", "O", "O", "H", "H", "H", "H", "H", "H", "H", "H", "H", "H", "H", "H", "H", "H", "H", "H", "H", "H"],
  "positions_angstrom": [[-4.38060, 0.16495, 1.31446], [-2.66756, 1.33826, 4.59375], [1.50406, -3.88707, 1.36290], [3.08181, 3.04717, -1.34160], [-3.50030, -0.12190, -2.88306], [0.61097, -1.60713, -3.89920], [0.51641, 0.03590, 3.68832], [3.42081, 0.60538, -4.20593], [-0.07686, -0.06413, -0.21284], [-2.69149, 1.44934, 5.54418], [1.51917, -1.30626, -3.92906], [1.17170, 0.72077, 3.55504], [0.98419, -3.24995, 0.87295], [-3.09051, -0.04302, -2.02162], [0.96983, -4.09380, 2.12977], [3.24410, 3.87315, -1.79728], [0.97818, -0.64656, 4.17538], [-3.82319, 0.48942, 2.02174], [3.95143, 2.73859, -1.08712], [-3.88502, -0.99838, -2.88645], [0.53896, 0.66801, -0.24404], [-4.11089, -0.74565, 1.19486], [0.30454, -1.35907, -3.02696], [-0.32925, -0.12634, 0.70839], [3.36857, 1.07987, -3.37625], [-1.77634, 1.04182, 4.40915], [4.16731, 0.99673, -4.65961]],
  "lowdin_charge": [-0.05, -0.05, -0.05, -0.05, -0.05, -0.05, -0.04, -0.04, -0.05, 0.03, 0.01, 0.04, 0.02, 0.02, 0.03, 0.04, 0.04, 0.01, 0.03, 0.03, 0.03, 0.03, 0.01, 0.02, 0.01, 0.00, 0.03]
}

We obtain energy relative to the best compared isomer or geometry (same formula, charge and spin) values of 85.9; 65.1 kcal per mole for the records listed above, in that order.